Version a
The following is a quantum chemistry calculation of a 11-piece molecular cluster, C26H57BF4N6O4 overall, from the Open Molecules 2025 dataset.

Properties
Frontier orbital gap   9.117 eV
2S+1   1

Each atom is followed by the atoms it is bonded to, with distances in Å.
Cartesian coordinates (Å):
1 C -3.541 3.934 -3.314  C2 1.589, H10 1.133, H11 1.097, H12 1.070
2 C -3.476 2.360 -3.102  C1 1.589, C3 1.628, H13 1.136, H14 1.081
3 C -4.579 1.755 -2.068  C2 1.628, N4 1.466, H15 1.235, H16 1.087
4 N -3.928 0.817 -1.150  C3 1.466, C5 1.502, C6 1.535, C9 1.547
5 C -3.111 1.486 -0.081  N4 1.502, H17 1.094, H18 0.894, H19 1.141
6 C -3.227 -0.447 -1.667  N4 1.535, C7 1.485, H20 1.131, H21 1.078
7 C -3.509 -1.448 -0.607  C6 1.485, C8 1.525, H22 1.093, H23 1.055
8 C -4.801 -1.113 0.131  C7 1.525, C9 1.426, H24 1.205, H25 1.171
9 C -5.111 0.179 -0.385  N4 1.547, C8 1.426, H26 1.092, H27 1.071
10 H -2.636 4.340 -3.862  C1 1.133
11 H -3.744 4.560 -2.436  C1 1.097
12 H -4.403 4.272 -3.849  C1 1.070
13 H -2.485 2.328 -2.550  C2 1.136
14 H -3.713 1.947 -4.072  C2 1.081
15 H -5.345 1.185 -2.852  C3 1.235
16 H -4.897 2.626 -1.501  C3 1.087
17 H -3.029 0.696 0.672  C5 1.094
18 H -3.480 2.168 0.364  C5 0.894
19 H -2.087 1.871 -0.405  C5 1.141
20 H -2.123 -0.218 -1.584  C6 1.131
21 H -3.452 -0.830 -2.650  C6 1.078
22 H -2.611 -1.598 -0.002  C7 1.093
23 H -3.464 -2.301 -1.226  C7 1.055
24 H -4.621 -1.254 1.314  C8 1.205
25 H -5.619 -1.920 -0.094  C8 1.171
26 H -5.789 0.826 0.177  C9 1.092
27 H -5.911 -0.125 -1.029  C9 1.071
28 B 0.912 0.091 0.043  F29 1.354, F30 1.356, F31 1.403, F32 1.397
29 F 1.092 1.415 -0.173  B28 1.354
30 F 1.532 -0.372 1.156  B28 1.356
31 F -0.449 -0.157 0.275  B28 1.403
32 F 1.318 -0.589 -1.108  B28 1.397
33 C 0.433 1.225 -3.831  C34 1.530, H36 1.141, H37 1.090, H38 1.028
34 C -0.760 0.451 -4.394  C33 1.530, N35 1.215
35 N -1.738 -0.133 -4.817  C34 1.215
36 H 1.293 0.489 -3.686  C33 1.141
37 H 0.903 1.959 -4.487  C33 1.090
38 H 0.239 1.638 -2.911  C33 1.028
39 C -1.907 1.975 3.118  C40 1.521, H42 1.094, H43 1.091, H44 1.051
40 C -3.158 1.111 3.125  C39 1.521, N41 1.173
41 N -4.161 0.523 2.969  C40 1.173
42 H -1.217 1.750 3.936  C39 1.094
43 H -1.240 1.694 2.301  C39 1.091
44 H -2.099 2.997 3.276  C39 1.051
45 C 1.508 4.453 -1.386  C46 1.436, H48 1.222, H49 0.982, H50 1.140
46 C 0.812 4.787 -2.597  C45 1.436, N47 1.072
47 N 0.236 4.895 -3.495  C46 1.072
48 H 2.289 3.529 -1.557  C45 1.222
49 H 1.876 5.250 -0.947  C45 0.982
50 H 0.851 3.949 -0.603  C45 1.140
51 C 2.570 3.180 2.469  C52 1.562, H54 1.030, H55 1.087, H56 1.028
52 C 1.562 3.610 3.581  C51 1.562, N53 1.092
53 N 0.832 3.976 4.307  C52 1.092
54 H 3.374 2.718 2.919  C51 1.030
55 H 2.122 2.442 1.810  C51 1.087
56 H 2.916 3.938 1.867  C51 1.028
57 C 2.046 -3.623 0.934  C58 1.451, H60 1.028, H61 1.285, H62 1.082
58 C 3.395 -4.071 1.220  C57 1.451, N59 1.173
59 N 4.461 -4.480 1.493  C58 1.173
60 H 1.818 -3.235 0.009  C57 1.028
61 H 1.306 -4.672 0.896  C57 1.285
62 H 1.678 -2.951 1.699  C57 1.082
63 C -0.702 -3.263 -2.478  C64 1.497, H66 1.193, H67 1.118, H68 1.161
64 C 0.394 -3.564 -3.453  C63 1.497, O65 1.416, H69 1.175, H70 0.949
65 O 0.012 -4.638 -4.293  C64 1.416, H71 0.989
66 H -1.840 -3.074 -2.778  C63 1.193
67 H -0.385 -2.392 -1.852  C63 1.118
68 H -0.452 -4.117 -1.733  C63 1.161
69 H 1.477 -3.494 -3.005  C64 1.175
70 H 0.426 -2.881 -4.111  C64 0.949
71 H 0.663 -4.827 -5.013  O65 0.989
72 C 4.217 -1.031 3.413  C73 1.480, H75 1.108, H76 1.185, H77 1.167
73 C 5.059 -0.191 4.295  C72 1.480, O74 1.357, H78 1.076, H79 1.179
74 O 5.401 -0.732 5.490  C73 1.357, H80 0.855
75 H 4.443 -2.091 3.181  C72 1.108
76 H 4.024 -0.587 2.332  C72 1.185
77 H 3.074 -1.071 3.645  C72 1.167
78 H 4.469 0.692 4.472  C73 1.076
79 H 6.111 -0.019 3.791  C73 1.179
80 H 5.767 -0.150 5.998  O74 0.855
81 C -1.513 -1.544 4.807  C82 1.590, H84 1.185, H85 0.963, H86 1.050
82 C -0.605 -1.656 3.507  C81 1.590, O83 1.468, H87 1.099, H88 1.124
83 O 0.497 -0.691 3.608  C82 1.468, H89 0.824
84 H -1.095 -1.795 5.887  C81 1.185
85 H -2.175 -2.227 4.651  C81 0.963
86 H -2.038 -0.647 4.964  C81 1.050
87 H -1.252 -1.021 2.887  C82 1.099
88 H -0.286 -2.636 3.055  C82 1.124
89 H 0.679 -0.387 2.864  O83 0.824
90 C 5.810 -2.062 -1.592  C91 1.600, H93 1.125, H94 1.195, H95 1.199
91 C 4.272 -1.737 -1.293  C90 1.600, O92 1.325, H96 0.956, H97 1.147
92 O 3.924 -0.784 -2.146  C91 1.325, H98 0.986
93 H 6.206 -2.958 -1.037  C90 1.125
94 H 6.471 -1.082 -1.424  C90 1.195
95 H 6.008 -2.381 -2.731  C90 1.199
96 H 4.000 -1.630 -0.383  C91 0.956
97 H 3.817 -2.772 -1.486  C91 1.147
98 H 3.169 -0.419 -1.627  O92 0.986

=====

Version b
The following is a quantum chemistry calculation of a 11-piece molecular cluster, C26H57BF4N6O4 overall, from the Open Molecules 2025 dataset.

Properties
Frontier orbital gap   9.253 eV
2S+1   1

Each atom is followed by the atoms it is bonded to, with distances in Å.
Cartesian coordinates (Å):
1 C -0.464 2.194 -5.855  C2 1.516, H10 1.022, H11 1.171, H12 1.139
2 C -1.303 1.824 -4.648  C1 1.516, C3 1.619, H13 1.189, H14 0.999
3 C -1.821 3.153 -3.883  C2 1.619, N4 1.498, H15 1.127, H16 1.128
4 N -1.728 2.996 -2.396  C3 1.498, C5 1.493, C6 1.536, C9 1.486
5 C -0.310 2.827 -1.958  N4 1.493, H17 1.106, H18 1.208, H19 1.029
6 C -2.687 1.943 -1.821  N4 1.536, C7 1.573, H20 1.106, H21 1.059
7 C -2.990 2.326 -0.326  C6 1.573, C8 1.590, H22 1.015, H23 1.082
8 C -2.914 3.904 -0.505  C7 1.590, C9 1.462, H24 1.079, H25 1.114
9 C -2.321 4.222 -1.803  N4 1.486, C8 1.462, H26 1.168, H27 1.099
10 H -0.224 1.286 -6.260  C1 1.022
11 H 0.625 2.517 -5.569  C1 1.171
12 H -0.962 2.848 -6.643  C1 1.139
13 H -0.677 1.079 -3.965  C2 1.189
14 H -2.191 1.446 -4.905  C2 0.999
15 H -2.906 3.284 -4.160  C3 1.127
16 H -1.144 4.011 -4.161  C3 1.128
17 H -0.139 3.018 -0.882  C5 1.106
18 H 0.515 3.669 -2.219  C5 1.208
19 H 0.036 1.894 -2.221  C5 1.029
20 H -2.159 0.972 -1.849  C6 1.106
21 H -3.520 1.537 -2.333  C6 1.059
22 H -2.352 1.935 0.359  C7 1.015
23 H -4.005 2.026 -0.099  C7 1.082
24 H -2.410 4.138 0.420  C8 1.079
25 H -3.967 4.257 -0.580  C8 1.114
26 H -1.455 5.006 -1.794  C9 1.168
27 H -3.232 4.537 -2.331  C9 1.099
28 B 0.523 -0.695 0.310  F29 1.439, F30 1.397, F31 1.398, F32 1.415
29 F 1.510 -0.765 -0.735  B28 1.439
30 F 0.989 -0.860 1.617  B28 1.397
31 F -0.173 0.514 0.217  B28 1.398
32 F -0.375 -1.746 0.007  B28 1.415
33 C -0.734 -1.958 -3.472  C34 1.562, H36 1.077, H37 1.052, H38 0.991
34 C -2.163 -1.365 -3.682  C33 1.562, N35 1.190
35 N -3.247 -0.874 -3.725  C34 1.190
36 H -0.978 -2.584 -2.631  C33 1.077
37 H -0.413 -2.610 -4.233  C33 1.052
38 H -0.056 -1.300 -3.174  C33 0.991
39 C 2.123 3.434 0.547  C40 1.560, H42 1.168, H43 1.069, H44 1.039
40 C 0.973 4.484 0.645  C39 1.560, N41 1.155
41 N 0.071 5.204 0.674  C40 1.155
42 H 2.788 3.280 1.494  C39 1.168
43 H 1.811 2.533 0.062  C39 1.069
44 H 2.754 3.944 -0.102  C39 1.039
45 C 3.235 -0.953 -3.303  C46 1.519, H48 1.150, H49 1.208, H50 1.014
46 C 2.576 -1.072 -4.667  C45 1.519, N47 1.163
47 N 2.024 -1.092 -5.690  C46 1.163
48 H 2.894 -1.915 -2.772  C45 1.150
49 H 4.413 -1.209 -3.369  C45 1.208
50 H 2.977 -0.136 -2.760  C45 1.014
51 C 4.686 -0.368 0.373  C52 1.502, H54 1.089, H55 1.039, H56 1.207
52 C 5.197 1.021 0.627  C51 1.502, N53 1.178
53 N 5.518 2.126 0.881  C52 1.178
54 H 4.813 -0.975 1.267  C51 1.089
55 H 3.734 -0.385 -0.043  C51 1.039
56 H 5.226 -1.021 -0.487  C51 1.207
57 C -1.424 -1.917 3.627  C58 1.514, H60 1.087, H61 1.073, H62 1.104
58 C -0.908 -3.073 4.457  C57 1.514, N59 1.202
59 N -0.576 -3.978 5.174  C58 1.202
60 H -1.592 -2.180 2.586  C57 1.087
61 H -2.288 -1.427 4.033  C57 1.073
62 H -0.794 -1.017 3.744  C57 1.104
63 C -3.953 -1.234 0.161  C64 1.455, H66 0.993, H67 1.067, H68 1.070
64 C -4.154 -2.649 -0.108  C63 1.455, O65 1.427, H69 1.048, H70 1.041
65 O -5.551 -2.942 -0.074  C64 1.427, H71 0.993
66 H -4.274 -0.612 -0.545  C63 0.993
67 H -2.915 -1.000 0.084  C63 1.067
68 H -4.241 -0.909 1.138  C63 1.070
69 H -3.534 -3.333 0.387  C64 1.048
70 H -3.790 -2.787 -1.073  C64 1.041
71 H -5.702 -3.898 0.150  O65 0.993
72 C 2.743 -2.150 4.215  C73 1.588, H75 1.045, H76 1.046, H77 1.134
73 C 4.276 -2.264 4.612  C72 1.588, O74 1.309, H78 1.102, H79 1.138
74 O 4.612 -2.017 5.853  C73 1.309, H80 1.054
75 H 2.148 -2.745 4.835  C72 1.045
76 H 2.767 -2.227 3.172  C72 1.046
77 H 2.389 -1.079 4.331  C72 1.134
78 H 4.624 -1.568 3.832  C73 1.102
79 H 4.499 -3.262 4.114  C73 1.138
80 H 5.647 -1.866 5.978  O74 1.054
81 C 0.571 3.350 3.931  C82 1.489, H84 1.294, H85 1.070, H86 1.090
82 C 0.245 2.027 3.331  C81 1.489, O83 1.449, H87 1.113, H88 1.190
83 O 1.446 1.220 3.252  C82 1.449, H89 1.051
84 H 1.137 3.210 5.086  C81 1.294
85 H -0.279 3.933 4.217  C81 1.070
86 H 1.044 3.998 3.194  C81 1.090
87 H -0.113 2.138 2.283  C82 1.113
88 H -0.568 1.237 3.694  C82 1.190
89 H 1.468 0.398 2.598  O83 1.051
90 C 0.340 -6.112 1.777  C91 1.528, H93 1.161, H94 1.194, H95 1.198
91 C -0.061 -4.670 1.468  C90 1.528, O92 1.458, H96 1.111, H97 1.152
92 O 0.157 -4.534 0.034  C91 1.458, H98 0.983
93 H 0.020 -6.497 2.826  C90 1.161
94 H 1.495 -6.291 1.537  C90 1.194
95 H -0.399 -6.817 1.151  C90 1.198
96 H 0.654 -3.949 1.917  C91 1.111
97 H -1.147 -4.416 1.760  C91 1.152
98 H -0.013 -3.601 -0.228  O92 0.983

=====

Calculated relative energies: version a 414.8; version b 0.0, given in kJ/mol